Entry 1:
{"formula": "CH3IO", "method": "ωB97M-V with the def2-TZVPD basis set", "species": ["O", "C", "I", "H", "H", "H"], "coordinates": [[-0.3075, -1.0186, 0.0690], [0.2996, 0.1814, 0.1220], [2.5399, -0.0239, 0.0109], [0.3289, -1.6911, -0.0266], [-0.0522, 0.7834, -0.7266], [0.1435, 0.8284, 1.0042]], "forces_ev_per_a": [[-1.622, -0.120, 0.672], [0.984, 2.284, -0.555], [-1.094, 0.233, -0.037], [1.013, -1.430, -0.093], [0.678, -0.027, -0.068], [0.041, -0.940, 0.081]], "e_above_lowest_kcal_mol": 0.00, "molar_mass_g_mol": 157.938, "largest_force_ev_per_a": 2.5, "total_energy_ev": -11233.03478, "gap_ha": 0.361, "charge": 0, "spin_multiplicity": 1}

=====

Entry 2:
{"formula": "CH12O6", "method": "ωB97M-V with the def2-TZVPD basis set", "species": ["C", "O", "H", "H", "O", "H", "H", "O", "H", "H", "O", "H", "H", "O", "H", "H", "O", "H", "H"], "coordinates": [[2.5974, 1.7546, 0.5685], [1.5822, 1.8637, 1.1940], [3.4553, 2.4157, 0.7837], [2.6896, 1.1443, -0.3442], [-1.0440, -1.8764, 0.3414], [-1.2676, -0.9701, 0.6304], [-1.6422, -2.2069, -0.3291], [0.8581, 0.2333, -2.1189], [0.1377, 0.0286, -2.7176], [1.6592, -0.2397, -2.3467], [-1.0331, 0.8696, 0.0476], [-0.5382, 0.5285, -0.7097], [-0.4757, 1.0855, 0.8025], [1.4556, -2.2978, -0.8767], [2.0936, -2.0694, -0.1910], [0.6134, -2.0348, -0.4528], [-3.4923, 0.5807, 2.2279], [-3.3833, 1.1515, 1.4547], [-4.2657, 0.0391, 2.0360]], "forces_ev_per_a": [[0.067, 0.974, -0.561], [-0.182, -0.402, 0.251], [0.168, -0.232, 0.189], [-0.119, -0.354, 0.181], [0.601, -0.279, 0.490], [-0.367, -0.264, -0.651], [-0.363, 0.375, 0.066], [-0.338, 1.007, 0.454], [0.412, -0.329, -0.417], [-0.308, -0.588, -0.203], [-1.258, -0.049, 0.137], [0.754, 0.312, 0.594], [0.641, 0.042, -0.535], [0.146, 0.203, 0.336], [0.101, -0.198, -0.127], [-0.045, -0.181, -0.165], [-0.059, 0.077, -0.163], [0.063, -0.191, 0.118], [0.087, 0.078, 0.007]], "e_above_lowest_kcal_mol": 17.14, "molar_mass_g_mol": 120.101, "largest_force_ev_per_a": 1.3, "total_energy_ev": -13515.97816, "gap_ha": 0.403, "charge": 0, "spin_multiplicity": 1}

=====

Entry 3:
{"formula": "C4H12S2", "method": "ωB97M-V with the def2-TZVPD basis set", "species": ["C", "C", "S", "H", "H", "H", "H", "H", "H", "C", "C", "S", "H", "H", "H", "H", "H", "H"], "coordinates": [[1.5187, -0.5768, 2.7652], [1.3154, -0.1516, 1.2875], [1.6541, 1.5967, 1.1256], [2.5885, -0.6557, 3.0218], [1.0464, -1.5615, 2.9192], [1.0462, 0.1505, 3.4467], [1.9306, -0.8974, 0.7484], [0.2518, -0.3867, 1.0901], [1.8059, 1.7093, -0.2111], [-0.6695, 0.4555, -1.3348], [-1.8338, 0.2551, -2.3031], [-3.2344, -0.6863, -1.6766], [0.1394, 0.9391, -1.9079], [-0.2826, -0.4832, -0.9038], [-0.9654, 1.1255, -0.5101], [-2.2478, 1.2495, -2.5581], [-1.4370, -0.1931, -3.2343], [-2.6268, -1.8887, -1.7646]], "forces_ev_per_a": [[0.051, 0.324, 0.116], [-0.631, -1.887, 1.071], [0.408, 0.215, -0.314], [-0.429, 0.107, -0.084], [0.206, 0.392, -0.012], [0.163, -0.333, -0.142], [-0.141, 0.999, -0.421], [0.602, 0.371, -0.228], [-0.096, -0.185, 0.265], [-0.064, 0.208, 0.033], [0.552, 0.480, -0.489], [0.105, -0.437, 0.005], [-0.125, -0.113, 0.353], [-0.283, 0.340, -0.370], [0.203, -0.324, -0.247], [0.174, -0.518, -0.014], [-0.495, 0.175, 0.374], [-0.200, 0.185, 0.104]], "e_above_lowest_kcal_mol": 10.99, "molar_mass_g_mol": 124.274, "largest_force_ev_per_a": 2.3, "total_energy_ev": -26012.64105, "gap_ha": 0.361, "charge": 0, "spin_multiplicity": 1}

=====

Entry 4:
{"formula": "C59H57IO4", "method": "ωB97M-V with the def2-TZVPD basis set", "species": ["O", "C", "O", "C", "I", "C", "C", "C", "O", "C", "C", "C", "C", "C", "C", "O", "H", "H", "H", "H", "H", "H", "H", "H", "H", "C", "C", "C", "C", "C", "C", "H", "H", "H", "H", "H", "H", "C", "C", "C", "C", "C", "C", "H", "H", "H", "H", "H", "H", "C", "C", "C", "C", "C", "C", "H", "H", "H", "H", "H", "H", "C", "C", "C", "C", "C", "C", "H", "H", "H", "H", "H", "H", "C", "C", "C", "C", "C", "C", "H", "H", "H", "H", "H", "H", "C", "C", "C", "C", "C", "C", "H", "H", "H", "H", "H", "H", "C", "C", "C", "C", "C", "C", "H", "H", "H", "H", "H", "H", "C", "C", "C", "C", "C", "C", "H", "H", "H", "H", "H", "H"], "coordinates": [[-1.0872, 0.5010, 3.8371], [-1.0897, 1.6177, 3.2982], [-0.5519, 1.7002, 1.9749], [-0.2896, 3.1273, 1.7783], [1.8994, 3.1784, 2.1077], [-1.1186, 3.9198, 2.8891], [-2.1759, 5.0435, 2.4395], [-3.3103, 4.5170, 1.4454], [-3.2576, 4.7577, 0.2052], [-4.4886, 3.6437, 2.1133], [-4.8901, 3.9039, 3.5970], [-6.0266, 2.9858, 4.2310], [-6.7159, 1.8634, 3.3536], [-6.2912, 1.6741, 1.8725], [-5.1491, 2.5549, 1.2079], [-1.5804, 2.8685, 3.7903], [-0.5890, 3.4997, 0.7336], [-0.3119, 4.5661, 3.4010], [-1.6698, 5.9488, 1.9566], [-2.6414, 5.4400, 3.4209], [-4.4340, 4.6995, 4.2714], [-6.3147, 3.1778, 5.3150], [-7.5399, 1.2039, 3.8121], [-6.7880, 0.8942, 1.2071], [-4.8240, 2.3925, 0.1182], [-1.8848, -2.0299, 2.0066], [-3.0892, -2.7271, 1.9909], [-3.2403, -3.8394, 1.1681], [-2.1876, -4.2524, 0.3568], [-0.9864, -3.5499, 0.3655], [-0.8342, -2.4399, 1.1911], [-1.7646, -1.1667, 2.6529], [-3.9110, -2.4037, 2.6216], [-4.1783, -4.3846, 1.1589], [-2.3040, -5.1209, -0.2828], [-0.1671, -3.8682, -0.2715], [0.1033, -1.8936, 1.1994], [2.7288, -7.6368, 2.9304], [3.5699, -6.6532, 3.4412], [3.2722, -5.3089, 3.2398], [2.1347, -4.9480, 2.5235], [1.2986, -5.9317, 2.0049], [1.5941, -7.2760, 2.2093], [2.9575, -8.6850, 3.0931], [4.4582, -6.9344, 3.9975], [3.9264, -4.5420, 3.6411], [1.9008, -3.9001, 2.3685], [0.4150, -5.6503, 1.4415], [0.9405, -8.0431, 1.8067], [2.2937, 6.4968, -1.3601], [2.5948, 5.1393, -1.3157], [3.9194, 4.7171, -1.3682], [4.9440, 5.6534, -1.4696], [4.6424, 7.0111, -1.5233], [3.3178, 7.4332, -1.4669], [1.2610, 6.8253, -1.3125], [1.7955, 4.4090, -1.2392], [4.1538, 3.6583, -1.3301], [5.9771, 5.3249, -1.5081], [5.4409, 7.7412, -1.6083], [3.0828, 8.4915, -1.5065], [-9.8297, 6.2632, 0.9535], [-8.7618, 5.3796, 0.8354], [-7.9770, 5.0727, 1.9450], [-8.2652, 5.6636, 3.1741], [-9.3300, 6.5531, 3.2887], [-10.1126, 6.8513, 2.1799], [-10.4420, 6.4930, 0.0879], [-8.5401, 4.9255, -0.1249], [-7.1446, 4.3818, 1.8668], [-7.6566, 5.4295, 4.0408], [-9.5489, 7.0156, 4.2458], [-10.9429, 7.5437, 2.2712], [7.1470, 4.1013, -6.2179], [8.0419, 4.9508, -6.8609], [8.1150, 6.2913, -6.4953], [7.2895, 6.7837, -5.4887], [6.3882, 5.9362, -4.8520], [6.3177, 4.5949, -5.2151], [7.0950, 3.0547, -6.4986], [8.6838, 4.5676, -7.6474], [8.8153, 6.9527, -6.9945], [7.3481, 7.8282, -5.2016], [5.7403, 6.3210, -4.0714], [5.6163, 3.9338, -4.7168], [2.5474, -11.5395, 1.8871], [3.1206, -11.8757, 3.1097], [2.6923, -13.0106, 3.7913], [1.6871, -13.8076, 3.2520], [1.1075, -13.4664, 2.0339], [1.5384, -12.3336, 1.3505], [2.8863, -10.6581, 1.3526], [3.9029, -11.2528, 3.5316], [3.1418, -13.2743, 4.7428], [1.3547, -14.6938, 3.7818], [0.3195, -14.0845, 1.6161], [1.0881, -12.0688, 0.3996], [-2.2681, 7.6795, -3.6642], [-2.0804, 8.0978, -4.9779], [-0.9968, 7.6247, -5.7116], [-0.0977, 6.7359, -5.1299], [-0.2802, 6.3248, -3.8133], [-1.3660, 6.7950, -3.0806], [-3.1166, 8.0433, -3.0947], [-2.7799, 8.7928, -5.4308], [-0.8527, 7.9484, -6.7370], [0.7456, 6.3648, -5.7024], [0.4239, 5.6364, -3.3578], [-1.5097, 6.4723, -2.0543], [2.8579, -8.9374, -3.3417], [3.9099, -9.8409, -3.4569], [4.6997, -10.1350, -2.3498], [4.4401, -9.5220, -1.1276], [3.3937, -8.6116, -1.0146], [2.6016, -8.3203, -2.1208], [2.2381, -8.7133, -4.2034], [4.1140, -10.3169, -4.4104], [5.5178, -10.8421, -2.4390], [5.0541, -9.7531, -0.2636], [3.1947, -8.1289, -0.0628], [1.7844, -7.6121, -2.0320]], "forces_ev_per_a": [[-0.521, 4.902, -1.159], [0.175, -3.015, 0.180], [-1.580, 2.801, 2.163], [-0.701, -0.275, -0.693], [-0.882, 0.492, -0.290], [2.026, 1.274, -0.055], [-0.948, -0.409, 0.214], [-0.595, 0.022, -1.649], [-0.109, -1.028, 4.433], [-1.052, -1.038, 0.350], [-2.603, -3.758, -1.667], [1.444, -0.240, -4.026], [2.694, 2.453, -1.250], [1.994, 2.563, 1.442], [-1.641, 0.359, 4.442], [1.337, -1.655, -1.885], [0.787, -0.921, 1.447], [-1.373, -1.201, -0.211], [-0.356, -1.584, 0.544], [0.655, -0.748, -1.601], [-0.619, -1.244, -1.289], [0.331, -0.451, -1.727], [1.522, 1.221, -0.865], [0.712, 1.159, 1.218], [-0.543, 0.396, 2.018], [-0.054, 0.025, -0.004], [0.088, -0.077, -0.106], [0.066, 0.038, 0.002], [-0.008, 0.069, 0.047], [-0.047, 0.041, 0.031], [-0.102, -0.084, -0.006], [-0.001, -0.204, -0.129], [0.078, -0.025, -0.035], [0.076, 0.033, -0.002], [0.003, 0.063, 0.035], [-0.063, 0.028, 0.039], [-0.076, -0.017, 0.009], [-0.004, 0.074, -0.037], [-0.053, 0.021, -0.035], [-0.066, -0.057, -0.047], [0.053, -0.090, 0.002], [0.038, -0.045, 0.002], [0.082, 0.050, 0.045], [-0.035, 0.063, -0.005], [-0.080, 0.024, -0.036], [-0.053, -0.062, -0.030], [-0.010, -0.077, 0.011], [0.064, -0.011, 0.099], [0.042, 0.043, 0.041], [0.092, -0.028, 0.038], [0.052, 0.092, -0.014], [0.006, 0.071, -0.024], [-0.099, -0.004, 0.031], [-0.077, -0.038, 0.025], [0.023, -0.078, 0.009], [0.087, 0.000, -0.029], [0.071, 0.039, 0.002], [-0.022, 0.079, 0.006], [-0.073, 0.022, -0.014], [-0.062, -0.062, 0.016], [0.015, -0.087, 0.001], [0.065, -0.045, 0.011], [0.071, -0.061, 0.081], [-0.150, 0.186, 0.121], [-0.091, 0.039, -0.177], [0.083, -0.051, 0.030], [0.004, -0.003, 0.000], [0.057, -0.013, 0.059], [-0.013, 0.030, 0.076], [-0.117, 0.076, -0.062], [-0.046, 0.013, -0.067], [0.012, -0.043, -0.076], [0.063, -0.057, -0.002], [-0.011, 0.097, 0.031], [-0.034, 0.022, 0.056], [-0.059, -0.039, 0.051], [0.008, -0.120, -0.055], [0.034, 0.013, -0.033], [0.079, 0.038, -0.052], [-0.001, 0.082, 0.012], [-0.049, 0.031, 0.073], [-0.055, -0.057, 0.037], [-0.014, -0.072, -0.027], [0.045, -0.050, -0.084], [0.044, 0.063, -0.025], [-0.034, -0.047, 0.060], [-0.064, -0.047, -0.043], [-0.042, 0.007, -0.066], [0.037, 0.094, -0.039], [0.061, 0.042, 0.025], [0.033, -0.010, 0.067], [-0.038, -0.063, 0.005], [-0.049, -0.059, -0.032], [-0.037, 0.022, -0.077], [0.020, 0.070, -0.035], [0.074, 0.051, 0.034], [0.051, -0.015, 0.068], [0.085, -0.012, -0.032], [0.042, -0.056, 0.029], [0.001, -0.034, 0.095], [-0.072, 0.044, 0.034], [-0.085, 0.022, -0.043], [0.033, 0.039, -0.080], [0.067, -0.030, -0.039], [0.054, -0.067, 0.036], [-0.012, -0.026, 0.083], [-0.054, 0.031, 0.050], [-0.057, 0.057, -0.078], [-0.034, -0.004, -0.074], [0.053, -0.003, 0.089], [-0.019, 0.024, 0.064], [-0.062, 0.050, 0.021], [-0.061, 0.017, -0.109], [0.003, -0.025, -0.002], [0.062, -0.085, -0.036], [0.055, -0.011, 0.060], [-0.022, 0.034, 0.084], [-0.068, 0.056, 0.005], [-0.033, 0.024, -0.059], [0.015, -0.019, -0.073], [0.066, -0.050, 0.007]], "molar_mass_g_mol": 957.005, "largest_force_ev_per_a": 5.1, "total_energy_ev": -78392.18366, "gap_ha": 0.309, "charge": 0, "spin_multiplicity": 1}